The following is a DFT calculation (ωB97M-V/def2-TZVPD) of a cluster of 9 separate species, C25H73Cl3O32P8 in total at a distorted geometry.

Results
Energy = -204521.493 eV
Structure (SMILES) = COP(=O)(OC)OC.COP(=O)(OC)OC.COP(=O)(OC)OC.COP(=O)(OC)OC.COP(=O)(OC)OC.COP(=O)(OC)OC.COP(=O)(OC)OC.COP(=O)(OC)OC.ClC(Cl)Cl
HOMO-LUMO gap = 10.64 eV
Energy relative to the best compared isomer or geometry (same formula, charge and spin) = 4.7983 eV
Net charge = 0
F_max = 0.0788 Eh/bohr
Lowest unoccupied orbital energy = 0.253 eV

Cartesian coordinates (Å):
1 C 4.461 -2.226 2.351
2 O 4.954 -3.362 2.946
3 P 4.122 -4.773 2.753
4 O 3.269 -4.948 1.516
5 O 5.257 -5.930 2.953
6 C 6.083 -5.976 4.101
7 O 3.348 -4.821 4.184
8 C 2.075 -4.236 4.422
9 H 5.021 -2.071 1.428
10 H 4.607 -1.379 3.021
11 H 3.405 -2.216 2.081
12 H 7.109 -6.296 3.922
13 H 5.622 -6.770 4.689
14 H 6.128 -5.004 4.593
15 H 1.354 -4.347 3.612
16 H 2.073 -3.172 4.656
17 H 1.694 -4.757 5.301
18 C -0.873 -5.596 -2.493
19 O -1.212 -4.916 -1.242
20 P -1.962 -5.871 -0.114
21 O -3.154 -6.585 -0.605
22 O -2.192 -4.864 1.141
23 C -2.495 -5.355 2.397
24 O -0.725 -6.751 0.453
25 C 0.648 -6.239 0.449
26 H -1.248 -5.102 -3.390
27 H -1.284 -6.604 -2.549
28 H 0.213 -5.520 -2.551
29 H -1.829 -4.899 3.129
30 H -2.535 -6.409 2.673
31 H -3.483 -4.943 2.602
32 H 1.085 -6.441 1.427
33 H 0.788 -5.184 0.216
34 H 1.337 -6.769 -0.209
35 C 3.654 5.549 -3.655
36 O 2.489 6.182 -3.025
37 P 1.019 5.547 -3.338
38 O 0.872 4.096 -3.197
39 O 0.696 6.172 -4.858
40 C -0.616 6.320 -5.327
41 O 0.055 6.453 -2.337
42 C -0.016 6.157 -0.910
43 H 4.324 5.148 -2.894
44 H 4.310 6.248 -4.173
45 H 3.359 4.696 -4.267
46 H -0.885 5.574 -6.074
47 H -0.822 7.328 -5.687
48 H -1.273 6.116 -4.481
49 H 0.533 5.256 -0.635
50 H -1.026 5.978 -0.541
51 H 0.373 7.060 -0.440
52 C 1.946 3.339 6.185
53 O 2.017 2.429 5.063
54 P 3.295 1.438 4.978
55 O 4.616 2.106 4.966
56 O 3.022 0.428 6.237
57 C 3.879 -0.687 6.374
58 O 2.978 0.535 3.665
59 C 2.755 1.104 2.414
60 H 2.788 3.288 6.874
61 H 0.984 3.432 6.689
62 H 2.085 4.289 5.668
63 H 3.987 -1.010 7.410
64 H 4.872 -0.354 6.074
65 H 3.585 -1.570 5.807
66 H 3.056 0.564 1.517
67 H 3.225 2.082 2.313
68 H 1.687 1.304 2.323
69 C 4.779 -3.522 -1.716
70 O 3.655 -3.838 -2.516
71 P 3.796 -4.770 -3.774
72 O 2.500 -5.051 -4.485
73 O 4.900 -4.001 -4.706
74 C 5.425 -4.568 -5.908
75 O 4.556 -6.100 -3.171
76 C 4.152 -6.752 -1.952
77 H 5.665 -4.128 -1.908
78 H 4.600 -3.631 -0.647
79 H 5.091 -2.485 -1.838
80 H 4.998 -4.062 -6.774
81 H 5.257 -5.644 -5.956
82 H 6.505 -4.448 -5.989
83 H 4.982 -7.030 -1.302
84 H 3.756 -7.753 -2.118
85 H 3.375 -6.169 -1.459
86 C -1.514 -1.599 1.800
87 O -0.698 -0.649 1.218
88 P -0.612 -0.625 -0.400
89 O -1.863 -0.601 -1.133
90 O 0.372 0.648 -0.732
91 C -0.199 1.890 -1.033
92 O 0.359 -1.896 -0.749
93 C 1.605 -2.013 -0.162
94 H -2.111 -2.142 1.068
95 H -2.170 -1.237 2.592
96 H -1.005 -2.389 2.353
97 H -1.269 2.084 -0.962
98 H 0.139 2.100 -2.049
99 H 0.290 2.574 -0.340
100 H 2.367 -2.331 -0.873
101 H 1.476 -2.777 0.605
102 H 2.021 -1.091 0.245
103 C -4.693 2.770 -2.399
104 O -5.009 3.747 -3.315
105 P -6.060 4.941 -3.014
106 O -7.188 4.599 -2.091
107 O -5.111 6.125 -2.419
108 C -3.992 6.630 -3.157
109 O -6.542 5.404 -4.499
110 C -7.596 6.302 -4.697
111 H -3.708 3.045 -2.023
112 H -4.823 1.760 -2.788
113 H -5.320 2.790 -1.507
114 H -3.274 6.970 -2.411
115 H -4.286 7.440 -3.825
116 H -3.502 5.838 -3.724
117 H -7.242 7.145 -5.290
118 H -8.083 6.595 -3.767
119 H -8.362 5.896 -5.358
120 C -5.161 6.376 0.754
121 O -4.764 5.453 1.775
122 P -3.688 4.213 1.382
123 O -2.561 4.534 0.455
124 O -3.180 3.735 2.855
125 C -4.173 3.540 3.861
126 O -4.659 2.970 0.968
127 C -4.077 1.677 0.832
128 H -5.287 5.847 -0.191
129 H -4.551 7.251 0.529
130 H -6.164 6.708 1.022
131 H -5.153 3.998 3.724
132 H -3.780 4.096 4.712
133 H -4.228 2.478 4.101
134 H -2.988 1.670 0.855
135 H -4.495 1.203 -0.056
136 H -4.497 1.005 1.581
137 Cl -5.849 -3.940 -2.184
138 C -5.133 -2.615 -1.367
139 Cl -5.596 -2.791 0.380
140 Cl -5.841 -1.103 -2.100
141 H -4.046 -2.556 -1.418

***

The following is a DFT calculation (ωB97M-V/def2-TZVPD) of an isolated molecule of C5H10NO at a distorted geometry.

Results
Multiplicity = 2
Energy = -8880.120 eV
HOMO-LUMO gap (alpha / beta) = 4.58 / 8.23 eV
Energy relative to the best compared isomer or geometry (same formula, charge and spin) = 2.1978 eV
Expectation value of S² = 0.754
Net charge = 0
F_max = 0.0550 Eh/bohr
Lowest unoccupied orbital energy (alpha / beta) = 0.435 / 0.197 eV

Cartesian coordinates (Å):
1 O -2.204 -0.040 -1.406
2 C -1.273 0.559 -0.776
3 C 0.181 0.130 -0.905
4 C 0.918 -0.232 0.381
5 C 0.681 0.878 1.449
6 C -0.208 0.584 2.412
7 N -0.008 -1.123 -1.730
8 H -1.508 1.442 -0.169
9 H 0.605 0.901 -1.577
10 H 0.545 -1.123 0.868
11 H 2.007 -0.389 0.295
12 H 1.334 1.714 1.260
13 H -0.362 -0.458 2.635
14 H -0.490 1.448 3.004
15 H -0.156 -0.989 -2.730
16 H 0.808 -1.723 -1.622
17 H -0.868 -1.579 -1.390

***

The following is a DFT calculation (ωB97M-V/def2-TZVPD) of a structure of composition C7H13AsClN4O4PS4SeTc at a distorted geometry.

Results
Energy = -215116.950 eV
HOMO-LUMO gap (alpha / beta) = 5.86 / 5.82 eV
Energy relative to the best compared isomer or geometry (same formula, charge and spin) = 0.0000 eV
Net charge = +3
F_max = 0.0651 Eh/bohr
Lowest unoccupied orbital energy (alpha / beta) = -12.287 / -12.324 eV

Cartesian coordinates (Å):
1 Tc -0.544 -1.903 1.354
2 O 1.981 -3.916 -0.636
3 Cl 1.626 -2.559 -0.428
4 O 2.632 -1.629 -0.829
5 O 1.295 -2.540 1.030
6 O 0.346 -2.105 -0.957
7 S -3.090 -5.490 -1.404
8 As -4.070 -3.665 0.461
9 S -2.503 -2.105 0.297
10 S -0.696 -0.829 3.111
11 S -2.491 -6.772 -0.174
12 C -0.470 3.234 -1.076
13 N 0.523 2.174 -1.653
14 C 1.891 2.471 -1.082
15 N 1.866 2.369 0.312
16 C 0.873 3.244 0.930
17 N -0.493 3.064 0.328
18 C -1.191 1.806 0.749
19 P -0.037 0.364 0.374
20 C 0.055 0.715 -1.419
21 C 1.734 1.012 0.788
22 H -1.364 2.827 -1.568
23 H -0.079 4.222 -1.473
24 H 0.651 2.093 -2.664
25 H 2.182 3.441 -1.435
26 H 2.665 1.824 -1.637
27 H 1.202 4.252 0.749
28 H 0.967 3.047 2.010
29 H -2.106 1.717 0.089
30 H -1.538 1.895 1.763
31 H -0.991 0.587 -1.859
32 H 0.780 0.016 -1.966
33 H 2.300 0.331 0.134
34 H 2.141 0.854 1.769
35 Se -0.479 -4.461 2.328
36 C -2.182 -4.772 1.909
37 N -3.387 -4.815 1.773

***

The following is a DFT calculation (ωB97M-V/def2-TZVPD) of a structure of composition C40H34HfN4O5P at a distorted geometry.

Results
Energy = -68820.460 eV
HOMO-LUMO gap (alpha / beta) = 5.27 / 5.27 eV
Energy relative to the best compared isomer or geometry (same formula, charge and spin) = 3.7575 eV
Net charge = +1
F_max = 0.1034 Eh/bohr
Lowest unoccupied orbital energy (alpha / beta) = -3.587 / -3.587 eV

Cartesian coordinates (Å):
1 Hf 5.075 -16.914 -1.338
2 C 5.657 -14.431 0.885
3 C 6.997 -15.236 1.037
4 C 7.756 -15.660 -0.137
5 C 9.121 -15.899 -0.088
6 C 9.770 -16.417 -1.163
7 C 9.203 -16.223 -2.393
8 C 7.754 -15.954 -2.561
9 N 7.066 -15.893 -1.254
10 N 4.527 -15.247 0.304
11 C 3.569 -14.309 -0.395
12 C 2.936 -14.900 -1.618
13 C 1.572 -14.730 -1.766
14 C 0.956 -15.112 -2.949
15 C 1.743 -15.683 -3.949
16 C 3.098 -15.827 -3.732
17 N 3.663 -15.613 -2.513
18 C 3.802 -15.975 1.386
19 C 2.839 -17.062 0.900
20 C 2.023 -17.738 1.827
21 C 1.171 -18.712 1.235
22 C 1.032 -18.751 -0.131
23 C 1.985 -18.132 -0.978
24 N 2.958 -17.371 -0.434
25 H 5.845 -13.611 0.133
26 H 5.375 -14.068 1.901
27 H 6.812 -16.135 1.660
28 H 7.777 -14.638 1.578
29 H 9.625 -15.639 0.835
30 H 10.701 -16.990 -1.042
31 H 9.761 -16.250 -3.287
32 H 7.602 -14.954 -2.944
33 H 4.142 -13.477 -0.812
34 H 2.760 -14.075 0.273
35 H 1.002 -14.299 -0.925
36 H -0.095 -14.901 -3.166
37 H 1.282 -15.979 -4.895
38 H 3.781 -16.129 -4.519
39 H 3.221 -15.315 1.969
40 H 4.472 -16.466 2.098
41 H 2.028 -17.511 2.897
42 H 0.697 -19.393 1.897
43 H 0.142 -19.151 -0.600
44 H 1.962 -18.253 -2.044
45 O 6.899 -20.554 -1.195
46 C 6.159 -19.600 -1.035
47 O 5.450 -18.905 -1.930
48 C 6.179 -18.997 0.461
49 O 6.712 -19.417 1.450
50 O 5.615 -17.766 0.414
51 O 5.664 -16.686 -3.354
52 C 6.954 -16.885 -3.385
53 C 7.641 -17.696 -4.284
54 C 8.599 -18.717 -3.982
55 C 8.957 -19.715 -4.794
56 C 8.583 -19.562 -6.193
57 C 7.842 -18.464 -6.616
58 C 7.350 -17.543 -5.677
59 P 6.230 -16.263 -6.160
60 C 4.872 -17.143 -6.925
61 C 4.143 -16.463 -7.942
62 C 3.037 -17.040 -8.483
63 C 2.544 -18.250 -7.937
64 C 3.308 -18.988 -7.053
65 C 4.499 -18.460 -6.527
66 C 7.077 -15.270 -7.480
67 C 7.443 -14.023 -6.992
68 C 8.185 -13.180 -7.772
69 C 8.596 -13.562 -9.043
70 C 8.203 -14.833 -9.559
71 C 7.370 -15.651 -8.820
72 H 9.014 -18.616 -3.004
73 H 9.484 -20.626 -4.437
74 H 8.829 -20.315 -6.898
75 H 7.540 -18.383 -7.655
76 H 4.493 -15.496 -8.268
77 H 2.414 -16.539 -9.275
78 H 1.623 -18.679 -8.307
79 H 3.031 -19.985 -6.807
80 H 5.223 -18.999 -5.977
81 H 7.146 -13.719 -5.969
82 H 8.471 -12.172 -7.373
83 H 9.238 -12.911 -9.676
84 H 8.678 -15.286 -10.438
85 H 6.979 -16.511 -9.194